Entry 1:
Density functional theory data (ωB97M-V/def2-TZVPD) for an isolated molecule of C19H22N2O6S.

Results
SMILES string: CCOc1ccc(S(=O)(=O)NCCC(=O)Nc2cccc(C(=O)OC)c2)cc1
LUMO: 0.46 eV
Orbital gap: 9.17 eV

Cartesian coordinates (Å):
C1 4.1331 -1.9011 -1.7535
C2 2.9925 -2.4211 -0.8851
H1 3.0909 -3.5011 -0.7465
H2 2.9967 -1.9467 0.1030
O1 1.7269 -2.2655 -1.5046
C3 1.1144 -1.0616 -1.5177
C4 1.5867 0.0944 -0.8946
C5 0.8463 1.2615 -0.9574
C6 -0.3567 1.2788 -1.6321
C7 -0.8374 0.1426 -2.2594
C8 -0.1038 -1.0216 -2.2085
H3 -0.4571 -1.9253 -2.6767
H4 -1.7754 0.1969 -2.7877
S1 -1.2963 2.7853 -1.6996
O2 -2.3333 2.6609 -2.6816
O3 -0.4026 3.9041 -1.7529
N1 -2.0647 2.7789 -0.1799
H5 -3.0603 2.6975 -0.3290
C9 -1.7081 3.8431 0.7414
C10 -1.8176 3.4010 2.2053
C11 -0.7690 2.3659 2.5868
O4 0.0877 2.5789 3.4139
N2 -0.9309 1.1945 1.9092
C12 -0.1939 0.0170 2.0144
C13 -0.5656 -1.0545 1.2088
C14 0.1290 -2.2559 1.2656
C15 1.1977 -2.4024 2.1466
C16 1.5577 -1.3387 2.9537
C17 0.8781 -0.1342 2.8932
H6 1.1686 0.6906 3.5220
H7 2.3836 -1.4429 3.6415
H8 1.7283 -3.3398 2.1927
C18 -0.2825 -3.3360 0.3375
O5 -1.2335 -3.2674 -0.4029
O6 0.5253 -4.4038 0.3973
C19 0.2303 -5.4482 -0.5172
H9 0.4109 -5.1087 -1.5393
H10 -0.8147 -5.7511 -0.4256
H11 0.8924 -6.2727 -0.2649
H12 -1.3908 -0.9666 0.5176
H13 -1.6153 1.2153 1.1601
H14 -2.8122 2.9902 2.3914
H15 -1.6712 4.2705 2.8464
H16 -0.6799 4.1222 0.5058
H17 -2.3349 4.7294 0.5880
H18 1.2042 2.1668 -0.4940
H19 2.5185 0.0983 -0.3532
H20 4.1268 -2.4086 -2.7148
H21 4.0338 -0.8330 -1.9295
H22 5.0823 -2.0909 -1.2606

Taken from the Mulliken analysis, the atomic charges in e are: atom 1 (C): -1.345, atom 2 (C): -0.329, atom 3 (H): 0.398, atom 4 (H): 0.272, atom 5 (O): -0.349, atom 6 (C): 0.415, atom 7 (C): 0.029, atom 8 (C): -0.958, atom 9 (C): 0.184, atom 10 (C): -0.671, atom 11 (C): -0.625, atom 12 (H): 0.429, atom 13 (H): 0.488, atom 14 (S): 1.360, atom 15 (O): -0.763, atom 16 (O): -0.688, atom 17 (N): -0.387, atom 18 (H): 0.313, atom 19 (C): -0.598, atom 20 (C): -1.002, atom 21 (C): 0.649, atom 22 (O): -0.648, atom 23 (N): 0.056, atom 24 (C): 0.285, atom 25 (C): -0.153, atom 26 (C): 0.143, atom 27 (C): -0.585, atom 28 (C): -0.861, atom 29 (C): -0.624, atom 30 (H): 0.592, atom 31 (H): 0.408, atom 32 (H): 0.569, atom 33 (C): 0.442, atom 34 (O): -0.632, atom 35 (O): -0.301, atom 36 (C): -0.749, atom 37 (H): 0.279, atom 38 (H): 0.320, atom 39 (H): 0.256, atom 40 (H): 0.549, atom 41 (H): 0.240, atom 42 (H): 0.349, atom 43 (H): 0.397, atom 44 (H): 0.410, atom 45 (H): 0.381, atom 46 (H): 0.434, atom 47 (H): 0.544, atom 48 (H): 0.325, atom 49 (H): 0.321, atom 50 (H): 0.433

***

Entry 2:
Density functional theory data (ωB97M-V/def2-TZVPD) for a cluster of 2 separate species, C6H10 in total.

Results
SMILES string: C=C=CC.C=C
LUMO: 1.09 eV
Orbital gap: 10.46 eV

Cartesian coordinates (Å):
C1 -2.3887 -0.3358 1.1960
C2 -2.4250 0.1192 -0.0514
C3 0.3977 0.6300 -2.0994
C4 0.7877 0.2568 -0.9085
C5 1.1413 -0.1208 0.2913
C6 2.5545 -0.3062 0.7767
H1 -2.3873 -1.4010 1.4155
H2 -2.3555 0.3373 2.0496
H3 0.3357 -0.3187 1.0004
H4 -2.4185 1.1831 -0.2744
H5 -2.4499 -0.5514 -0.9061
H6 0.2053 -0.0975 -2.8850
H7 0.2480 1.6793 -2.3441
H8 3.2837 -0.0744 -0.0038
H9 2.7547 0.3402 1.6391
H10 2.7162 -1.3401 1.1039

Taken from the Mulliken analysis, the atomic charges in e are: atom 1 (C): -0.509, atom 2 (C): -0.485, atom 3 (C): -0.726, atom 4 (C): 0.232, atom 5 (C): 0.000, atom 6 (C): -1.111, atom 7 (H): 0.255, atom 8 (H): 0.258, atom 9 (H): 0.202, atom 10 (H): 0.240, atom 11 (H): 0.243, atom 12 (H): 0.255, atom 13 (H): 0.251, atom 14 (H): 0.339, atom 15 (H): 0.279, atom 16 (H): 0.277

***

Entry 3:
Density functional theory data (ωB97M-V/def2-TZVPD) for a structure of composition C16H40BF2N2NiO6P2.

Results
Total charge: +1
LUMO (alpha / beta): -1.77 / -1.80 eV
⟨S²⟩: 2.006
Multiplicity: 3
Orbital gap (alpha / beta): 8.33 / 9.73 eV

Cartesian coordinates (Å):
Ni1 0.9617 -0.6858 2.0119
N1 2.9008 -1.6755 2.2112
C1 4.0463 -0.8517 2.6854
C2 3.6228 0.5784 2.9985
C3 2.6753 0.6626 4.1967
N2 1.2677 0.4315 3.7850
H1 2.8256 -2.5324 2.7379
H2 3.0171 -1.9332 1.2410
H3 4.8436 -0.8423 1.9416
H4 4.4536 -1.3070 3.5878
H5 3.1209 0.9960 2.1196
H6 4.5137 1.1801 3.1840
H7 2.7795 1.6295 4.6849
H8 2.9365 -0.1003 4.9288
H9 0.8539 1.2992 3.4616
H10 0.6996 0.1206 4.5626
C4 -4.8437 -0.2911 0.1188
C5 -3.5829 -0.0585 0.9174
C6 -3.1454 -1.2827 1.6866
O1 -2.5207 0.3166 -0.0490
P1 -1.3150 1.2248 0.3859
O2 -0.5796 0.7833 1.6020
C7 -0.2849 1.1987 -1.0905
P2 0.7977 -0.2367 -1.1662
O3 1.6649 -0.3197 0.0442
O4 -0.0899 -1.5084 -1.2720
C8 -0.6756 -2.1367 -2.4627
C9 -1.3395 -3.3960 -1.9656
C10 -1.6331 -1.1922 -3.1592
O5 1.5328 -0.0211 -2.5325
C11 2.9481 -0.2988 -2.8647
C12 3.2574 -1.7688 -2.6565
C13 3.8759 0.6312 -2.1089
O6 -1.8010 2.6978 0.6282
C14 -2.3687 3.7222 -0.2577
C15 -1.2406 4.5636 -0.8229
C16 -3.2855 3.1806 -1.3348
H11 -5.6094 -0.7023 0.7778
H12 -4.6538 -1.0108 -0.6818
H13 -5.2360 0.6250 -0.3213
H14 -3.7186 0.7745 1.6092
H15 -2.9187 -2.1091 1.0081
H16 -3.9395 -1.5903 2.3681
H17 -2.2585 -1.0566 2.2730
H18 0.3754 2.0680 -1.0424
H19 -0.9028 1.2548 -1.9863
H20 0.1491 -2.3855 -3.1296
H21 -2.1762 -3.1460 -1.3073
H22 -0.6327 -4.0009 -1.3974
H23 -1.7096 -3.9781 -2.8105
H24 -2.3899 -0.8352 -2.4544
H25 -2.1325 -1.7181 -3.9734
H26 -1.1034 -0.3387 -3.5923
H27 2.9863 -0.0614 -3.9220
H28 3.0881 -2.0492 -1.6128
H29 4.3023 -1.9650 -2.8996
H30 2.6315 -2.3952 -3.2929
H31 3.8598 0.4122 -1.0397
H32 3.5846 1.6729 -2.2619
H33 4.8942 0.5015 -2.4793
H34 -2.9531 4.3308 0.4259
H35 -0.7225 4.0464 -1.6369
H36 -0.5191 4.8169 -0.0435
H37 -1.6501 5.4922 -1.2240
H38 -2.7718 2.4823 -2.0011
H39 -3.6457 4.0178 -1.9357
H40 -4.1487 2.6748 -0.9070
F1 -0.5933 -2.8440 3.6211
B1 -0.0968 -2.4243 2.4426
F2 -0.2779 -3.3373 1.4487

Taken from the Mulliken analysis, the atomic charges in e are: atom 1 (Ni): 2.077, atom 2 (N): -0.489, atom 3 (C): -0.779, atom 4 (C): -0.175, atom 5 (C): -0.714, atom 6 (N): -0.493, atom 7 (H): 0.303, atom 8 (H): 0.142, atom 9 (H): 0.345, atom 10 (H): 0.395, atom 11 (H): -0.033, atom 12 (H): 0.445, atom 13 (H): 0.374, atom 14 (H): 0.324, atom 15 (H): 0.241, atom 16 (H): 0.221, atom 17 (C): -1.399, atom 18 (C): 0.498, atom 19 (C): -0.850, atom 20 (O): 0.466, atom 21 (P): -0.278, atom 22 (O): -0.784, atom 23 (C): -0.361, atom 24 (P): -0.527, atom 25 (O): -0.415, atom 26 (O): 0.081, atom 27 (C): 0.693, atom 28 (C): -1.332, atom 29 (C): -1.081, atom 30 (O): -0.298, atom 31 (C): 0.435, atom 32 (C): -1.022, atom 33 (C): -1.080, atom 34 (O): -0.390, atom 35 (C): 0.439, atom 36 (C): -1.355, atom 37 (C): -0.978, atom 38 (H): 0.430, atom 39 (H): 0.271, atom 40 (H): 0.305, atom 41 (H): 0.458, atom 42 (H): 0.039, atom 43 (H): 0.499, atom 44 (H): -0.137, atom 45 (H): 0.493, atom 46 (H): 0.329, atom 47 (H): 0.078, atom 48 (H): 0.191, atom 49 (H): 0.331, atom 50 (H): 0.460, atom 51 (H): 0.037, atom 52 (H): 0.536, atom 53 (H): 0.283, atom 54 (H): 0.303, atom 55 (H): 0.102, atom 56 (H): 0.478, atom 57 (H): 0.301, atom 58 (H): -0.001, atom 59 (H): 0.339, atom 60 (H): 0.486, atom 61 (H): 0.400, atom 62 (H): 0.236, atom 63 (H): 0.351, atom 64 (H): 0.468, atom 65 (H): 0.190, atom 66 (H): 0.484, atom 67 (H): 0.132, atom 68 (F): -0.200, atom 69 (B): -0.064, atom 70 (F): -0.259

***

Entry 4:
Density functional theory data (ωB97M-V/def2-TZVPD) for a cluster of 4 separate species, C18H33ClN6 in total.

Results
Total charge: +2
LUMO: -4.09 eV
Orbital gap: 9.06 eV

Cartesian coordinates (Å):
C1 2.4352 4.8964 4.7043
C2 3.0277 4.7578 3.2958
N1 2.6299 3.4501 2.8204
C3 1.3217 3.0948 2.4384
C4 1.4284 1.9787 1.6807
N2 2.7711 1.5764 1.7064
C5 3.4935 2.5172 2.2827
C6 3.4164 0.6151 0.8598
H1 2.4557 3.8603 5.0987
H2 1.4985 5.4295 4.6922
H3 3.1338 5.4123 5.4002
H4 4.1475 4.8443 3.3476
H5 2.7987 5.4187 2.5592
H6 0.4150 3.6620 2.6693
H7 0.6697 1.5682 1.0434
H8 4.5850 2.5151 2.4283
H9 2.4806 0.0296 0.4362
H10 4.0365 -0.0385 1.5238
H11 3.9759 1.0863 0.0674
C7 -4.4709 3.3763 -4.9840
C8 -3.7258 3.5455 -3.6728
N3 -2.7744 2.4599 -3.3351
C9 -2.7620 1.8677 -2.1491
C10 -1.8946 0.8088 -2.2002
N4 -1.3117 0.8850 -3.4738
C11 -1.9411 1.8722 -4.1664
C12 -0.2374 0.0862 -3.9885
H12 -5.0989 4.2763 -5.2463
H13 -5.1186 2.4680 -4.9305
H14 -3.7998 3.3282 -5.8431
H15 -4.4492 3.5924 -2.8607
H16 -3.2013 4.4952 -3.6883
H17 -3.3919 2.1639 -1.3158
H18 -1.3531 0.1152 -1.5270
H19 -1.8969 2.1859 -5.1958
H20 0.6991 0.0331 -3.3735
H21 -0.0125 0.3991 -5.0270
H22 -0.5484 -0.9990 -4.1583
C13 0.7618 -4.3297 -1.4806
C14 -0.5629 -4.4682 -0.7936
N5 -0.4594 -4.9410 0.6270
C15 -0.3181 -6.2455 1.0095
C16 -0.2593 -6.3342 2.3354
N6 -0.4324 -5.0378 2.7999
C17 -0.5795 -4.2780 1.7524
C18 -0.3188 -4.6121 4.1810
H23 1.2510 -5.2613 -1.6145
H24 1.3801 -3.6063 -0.9417
H25 0.5137 -3.7509 -2.3973
H26 -1.1771 -5.1474 -1.3689
H27 -1.1133 -3.5739 -0.8313
H28 -0.3279 -7.0424 0.2919
H29 -0.3051 -7.2094 2.9206
H30 -0.6869 -3.2507 1.8856
H31 -1.0321 -3.7913 4.4353
H32 0.7075 -4.3588 4.4517
H33 -0.7035 -5.4527 4.8293
Cl1 0.2310 -0.9423 -0.0103

Taken from the Mulliken analysis, the atomic charges in e are: atom 1 (C): -1.081, atom 2 (C): -0.485, atom 3 (N): 0.159, atom 4 (C): -0.359, atom 5 (C): -0.431, atom 6 (N): 0.180, atom 7 (C): -0.114, atom 8 (C): -0.571, atom 9 (H): 0.346, atom 10 (H): 0.298, atom 11 (H): 0.369, atom 12 (H): 0.320, atom 13 (H): 0.473, atom 14 (H): 0.403, atom 15 (H): 0.398, atom 16 (H): 0.371, atom 17 (H): -0.003, atom 18 (H): 0.320, atom 19 (H): 0.347, atom 20 (C): -1.180, atom 21 (C): -0.238, atom 22 (N): 0.174, atom 23 (C): -0.307, atom 24 (C): -0.191, atom 25 (N): 0.175, atom 26 (C): -0.040, atom 27 (C): -0.706, atom 28 (H): 0.356, atom 29 (H): 0.317, atom 30 (H): 0.366, atom 31 (H): 0.297, atom 32 (H): 0.252, atom 33 (H): 0.406, atom 34 (H): 0.063, atom 35 (H): 0.314, atom 36 (H): 0.280, atom 37 (H): 0.293, atom 38 (H): 0.288, atom 39 (C): -0.929, atom 40 (C): -0.644, atom 41 (N): 0.170, atom 42 (C): -0.389, atom 43 (C): -0.404, atom 44 (N): 0.142, atom 45 (C): -0.127, atom 46 (C): -0.846, atom 47 (H): 0.432, atom 48 (H): 0.253, atom 49 (H): 0.225, atom 50 (H): 0.350, atom 51 (H): 0.431, atom 52 (H): 0.418, atom 53 (H): 0.417, atom 54 (H): 0.436, atom 55 (H): 0.350, atom 56 (H): 0.319, atom 57 (H): 0.319, atom 58 (Cl): -0.783

***

no.,energy (hartree)
1,-1696.3918
2,-234.5136
3,-3610.3614
4,-1493.8748